C15H33AlCl2IN2O4S as an isolated structure at a distorted geometry. Source: the Open Molecules 2025 dataset; level of theory: ωB97M-V/def2-TZVPD.

The HOMO-LUMO gap comes out at 7.3 eV. The LUMO energy is 2.48 eV. The calculation puts the max |F| at 6.855 eV Å⁻¹. As for the total charge: -1. Its HOMO energy is -4.803 eV.

Element x y z (Å)
C1 -4.933 1.018 -1.647
C2 -3.540 0.766 -2.503
C3 -2.552 2.060 -2.146
C4 -1.025 1.847 -2.699
N1 0.043 1.756 -1.637
Al1 -0.148 0.239 -0.475
C5 0.006 -1.593 -1.382
C6 0.039 -1.565 -3.020
C7 0.672 -2.960 -3.675
S1 -0.257 -4.516 -3.118
O1 -1.759 -4.268 -2.844
O2 -0.154 -5.525 -4.320
O3 0.539 -5.261 -1.787
C8 1.471 0.345 0.850
I1 1.753 -1.514 1.988
C9 2.790 0.768 -0.069
C10 4.137 -0.096 0.302
C11 -1.820 0.240 0.710
Cl1 -2.043 -1.521 1.362
C12 -1.669 1.185 2.071
C13 -3.193 1.787 2.406
Cl2 -1.238 0.120 3.561
H1 -5.776 1.557 -2.260
H2 -5.263 -0.008 -1.170
H3 -4.652 1.722 -0.725
H4 -3.711 0.619 -3.652
H5 -3.007 -0.172 -1.992
H6 -2.579 2.364 -1.014
H7 -3.021 2.976 -2.743
H8 -1.050 0.963 -3.465
H9 -0.770 2.821 -3.341
H10 -0.089 2.603 -1.005
H11 1.028 -2.107 -1.040
H12 -0.838 -2.373 -1.065
H13 -1.100 -1.484 -3.371
H14 0.577 -0.612 -3.438
H15 1.801 -2.994 -3.318
H16 0.650 -2.856 -4.844
H17 -0.076 -5.997 -1.472
H18 1.260 1.290 1.543
H19 2.493 0.488 -1.190
H20 2.980 1.935 -0.061
H21 5.056 0.385 -0.280
H22 4.363 0.014 1.449
H23 4.038 -1.219 -0.059
H24 -2.817 0.551 0.184
H25 -0.879 2.031 1.871
H26 -3.868 0.978 2.967
H27 -2.996 2.677 3.177
H28 -3.751 2.153 1.434
O4 4.445 0.285 3.620
C14 3.981 0.784 4.639
N2 2.947 1.667 4.577
C15 4.499 0.474 6.013
H29 2.531 2.104 5.387
H30 2.580 1.892 3.661
H31 5.555 0.754 6.068
H32 4.393 -0.598 6.201
H33 3.952 1.021 6.786

C15H33Cs2N3O12S2 as an isolated structure at a distorted geometry. Source: the Open Molecules 2025 dataset; level of theory: ωB97M-V/def2-TZVPD.

The HOMO-LUMO gap comes out at 7.7 eV. The LUMO energy is -0.34 eV. The calculation puts the max |F| at 14.119 eV Å⁻¹. As for the total charge: 0. Its HOMO energy is -8.059 eV.

Element x y z (Å)
Cs1 2.715 -1.577 -3.086
Cs2 -1.862 -0.583 -0.318
S1 0.531 -0.671 -1.601
O1 -0.782 -1.013 -2.105
O2 1.411 -1.793 -1.524
O3 1.121 0.313 -2.597
O4 0.362 -0.196 -0.225
C1 -4.236 -4.354 -1.192
C2 -3.475 -3.060 -1.478
O5 -2.559 -2.692 -0.736
N1 -3.791 -2.444 -2.668
C3 -3.095 -1.279 -3.235
H1 -5.161 -3.916 -0.817
H2 -3.913 -5.098 -0.463
H3 -4.634 -4.886 -2.056
H4 -4.598 -2.845 -3.124
H5 -2.576 -1.526 -4.161
H6 -2.295 -1.090 -2.519
H7 -3.710 -0.399 -3.421
C4 0.087 1.530 1.403
C5 -1.119 1.102 2.178
O6 -1.661 -0.060 2.049
N2 -1.478 1.949 3.118
C6 -2.615 1.751 3.961
H8 1.022 1.351 1.934
H9 0.147 2.583 1.131
H10 0.266 0.861 0.561
H11 -0.791 2.646 3.368
H12 -2.253 1.003 4.666
H13 -3.455 1.382 3.374
H14 -2.998 2.581 4.555
C7 1.390 -0.065 2.782
C8 1.216 -1.462 2.407
O7 1.201 -2.386 3.205
N3 1.020 -1.661 1.118
C9 1.073 -2.989 0.449
H15 1.394 0.581 1.904
H16 2.297 0.191 3.329
H17 0.595 0.250 3.458
H18 0.863 -0.880 0.496
H19 1.724 -3.674 0.991
H20 1.718 -2.863 -0.420
H21 0.097 -3.419 0.223
C10 0.391 2.198 -1.201
C11 -0.801 1.857 -2.039
O8 -1.870 2.395 -1.219
S2 -1.375 3.954 -0.787
O9 -2.051 4.299 0.451
O10 -1.324 4.883 -1.976
O11 0.100 3.399 -0.504
H22 1.280 2.401 -1.797
H23 0.721 1.403 -0.532
H24 -0.836 0.782 -2.213
H25 -0.841 2.454 -2.951
C12 3.553 1.699 -0.069
C13 2.593 0.562 -0.137
C14 3.454 -0.600 0.403
O12 4.748 -0.169 0.410
C15 4.913 1.039 -0.258
H26 3.568 2.212 0.892
H27 3.230 2.594 -0.600
H28 2.488 0.495 -1.220
H29 1.612 0.765 0.292
H30 3.257 -1.477 -0.213
H31 2.999 -0.871 1.356
H32 5.303 0.949 -1.272
H33 5.695 1.585 0.269

C15H33InNO7 as an isolated structure at a distorted geometry. Source: the Open Molecules 2025 dataset; level of theory: ωB97M-V/def2-TZVPD.

The HOMO-LUMO gap comes out at 7.0 eV. The LUMO energy is 2.06 eV. The calculation puts the max |F| at 2.539 eV Å⁻¹. Its energy above the lowest of the compared OMol25 structures with the same formula, charge and spin is 0.0 kcal/mol. As for the total charge: -1. Its HOMO energy is -4.983 eV.

Element x y z (Å)
C1 -3.023 -3.425 0.157
C2 -2.711 -1.992 0.667
O1 -2.045 -1.861 1.687
O2 -3.189 -0.948 -0.089
C3 -3.525 0.200 0.720
C4 -4.422 1.159 -0.157
C5 -5.825 0.541 -0.487
C6 -6.834 0.499 0.732
In1 -7.714 -1.576 0.801
N1 -9.865 -1.565 1.203
C7 -10.376 -2.525 0.638
O3 -10.662 -3.479 -0.044
H1 -2.273 -4.181 0.499
H2 -4.042 -3.735 0.500
H3 -3.067 -3.417 -0.965
H4 -4.041 -0.075 1.673
H5 -2.570 0.724 1.006
H6 -3.875 1.274 -1.139
H7 -4.484 2.178 0.312
H8 -6.305 1.167 -1.290
H9 -5.709 -0.502 -0.888
H10 -6.373 0.693 1.731
H11 -7.663 1.227 0.510
H12 -6.833 -2.695 1.912
H13 -7.520 -2.291 -0.857
C8 2.520 3.512 0.623
O4 1.166 3.417 0.218
C9 1.031 3.220 -1.186
C10 0.698 1.774 -1.513
O5 1.790 0.911 -1.229
C11 1.584 0.184 -0.027
H14 2.550 3.491 1.712
H15 3.114 2.678 0.241
H16 2.949 4.460 0.279
H17 1.934 3.541 -1.715
H18 0.203 3.854 -1.516
H19 0.501 1.695 -2.586
H20 -0.201 1.452 -0.980
H21 0.797 -0.562 -0.173
H22 1.316 0.842 0.804
H23 2.512 -0.333 0.223
C12 8.570 -0.274 0.901
O6 8.344 -0.762 -0.411
C13 7.450 -1.871 -0.432
C14 6.065 -1.455 -0.897
O7 5.428 -0.617 0.059
C15 5.441 0.750 -0.322
H24 9.120 0.664 0.822
H25 7.632 -0.086 1.428
H26 9.176 -0.988 1.468
H27 7.402 -2.353 0.549
H28 7.857 -2.595 -1.144
H29 5.445 -2.351 -0.998
H30 6.113 -0.967 -1.876
H31 4.762 0.908 -1.166
H32 6.448 1.085 -0.588
H33 5.089 1.342 0.523

An isolated ion of composition C15H33N5P and charge +1. Source: the Open Molecules 2025 dataset; level of theory: ωB97M-V/def2-TZVPD.

The HOMO-LUMO gap comes out at 8.0 eV. The LUMO energy is -4.44 eV. The calculation puts the max |F| at 0.478 eV Å⁻¹. As for the total charge: +1. Its HOMO energy is -12.476 eV.

Element x y z (Å)
C1 -5.619 -3.027 2.160
C2 -6.259 -1.643 2.220
C3 -5.231 -0.520 2.353
C4 -4.453 -0.265 1.052
C5 -2.953 -0.043 1.237
C6 -2.162 -0.140 -0.065
C7 -2.196 -1.546 -0.686
C8 -0.926 -1.962 -1.443
C9 -0.301 -0.868 -2.331
C10 1.019 -0.317 -1.787
C11 2.198 -1.255 -2.034
C12 3.572 -0.655 -1.738
C13 3.731 -0.073 -0.324
C14 4.772 1.024 -0.185
N1 4.243 2.355 -0.607
N2 3.655 2.583 -1.775
N3 3.304 3.824 -1.897
N4 3.632 4.437 -0.796
C15 4.228 3.542 0.013
P1 4.945 3.906 1.685
N5 6.172 3.020 1.975
H1 -4.889 -3.149 2.964
H2 -6.363 -3.816 2.265
H3 -5.098 -3.198 1.215
H4 -6.966 -1.596 3.050
H5 -6.842 -1.479 1.308
H6 -5.728 0.396 2.679
H7 -4.526 -0.783 3.151
H8 -4.615 -1.106 0.370
H9 -4.867 0.614 0.548
H10 -2.567 -0.777 1.952
H11 -2.785 0.943 1.684
H12 -1.123 0.150 0.130
H13 -2.550 0.598 -0.772
H14 -2.369 -2.269 0.115
H15 -3.054 -1.637 -1.356
H16 -1.161 -2.830 -2.061
H17 -0.184 -2.312 -0.718
H18 -0.124 -1.266 -3.334
H19 -1.005 -0.044 -2.455
H20 0.894 -0.146 -0.713
H21 1.227 0.664 -2.239
H22 2.068 -2.174 -1.455
H23 2.189 -1.557 -3.084
H24 3.808 0.084 -2.518
H25 4.336 -1.423 -1.870
H26 4.060 -0.872 0.343
H27 2.784 0.287 0.083
H28 5.671 0.836 -0.774
H29 5.092 1.190 0.840
H30 3.481 1.867 -2.474
H31 3.787 3.647 2.432
H32 4.975 5.304 1.578
H33 7.068 3.476 2.087

C15H34Br2N2O3P2S as an isolated structure at a distorted geometry. Source: the Open Molecules 2025 dataset; level of theory: ωB97M-V/def2-TZVPD.

The HOMO-LUMO gap comes out at 4.7 eV. The LUMO energy is -0.64 eV. The calculation puts the max |F| at 2.187 eV Å⁻¹. As for the total charge: 0. Its HOMO energy is -5.293 eV.

Element x y z (Å)
C1 5.163 0.994 1.092
C2 4.106 1.697 1.951
S1 2.596 2.165 1.044
C3 2.112 0.551 0.324
C4 0.714 0.111 0.806
O1 0.692 0.173 2.192
N1 -0.308 1.074 0.294
C5 -1.458 1.455 1.205
C6 -1.009 2.500 2.242
C7 -2.239 0.309 1.842
C8 -3.272 0.836 2.844
C9 -0.718 0.626 -1.076
P1 -1.556 1.922 -2.081
O2 -2.975 1.589 -2.300
C10 -1.472 -0.671 -1.091
N2 -0.951 -1.645 -0.087
Br1 -1.006 -3.328 -0.946
C11 0.448 -1.413 0.364
Br2 1.689 -1.977 -1.108
P2 0.802 -2.595 1.829
C12 -0.785 -3.296 2.391
C13 1.899 -3.957 1.318
H1 6.090 1.554 1.022
H2 4.807 0.842 0.076
H3 5.382 0.008 1.493
H4 4.472 2.601 2.423
H5 3.775 1.013 2.731
H6 2.844 -0.168 0.669
H7 2.162 0.686 -0.749
H8 1.572 0.014 2.538
H9 0.201 1.945 0.129
H10 -2.186 1.983 0.588
H11 -1.816 3.191 2.451
H12 -0.757 1.986 3.164
H13 -0.105 3.006 1.914
H14 -2.818 -0.200 1.077
H15 -1.608 -0.442 2.302
H16 -3.748 1.735 2.457
H17 -4.069 0.100 2.916
H18 -2.857 1.000 3.832
H19 0.217 0.457 -1.621
H20 -0.795 2.049 -3.262
H21 -1.466 3.122 -1.327
H22 -2.526 -0.464 -0.920
H23 -1.382 -1.062 -2.103
H24 -0.797 -3.397 3.471
H25 -1.615 -2.662 2.094
H26 -0.956 -4.267 1.929
H27 1.522 -4.621 0.545
H28 2.067 -4.528 2.231
H29 2.855 -3.524 1.050
C14 -2.058 0.433 -5.747
C15 -0.672 -0.213 -5.827
O3 0.099 0.221 -4.783
H30 -1.945 1.520 -5.788
H31 -2.774 0.143 -6.530
H32 -2.463 0.139 -4.774
H33 -0.276 -0.003 -6.852
H34 -0.849 -1.319 -5.868

A 3-piece molecular cluster, C15H34BrNO6 overall. Source: the Open Molecules 2025 dataset; level of theory: ωB97M-V/def2-TZVPD.

The HOMO-LUMO gap comes out at 9.8 eV. The LUMO energy is 0.60 eV. The calculation puts the max |F| at 0.271 eV Å⁻¹. As for the total charge: 0. Its HOMO energy is -9.158 eV.

Element x y z (Å)
H1 -0.851 0.995 -0.047
N1 -1.822 0.787 0.184
C1 -2.346 -0.026 -0.636
C2 -3.779 -0.430 -0.443
C3 -1.664 -0.613 -1.868
C4 -0.173 -0.912 -1.715
C5 0.087 -2.379 -1.375
O1 -0.442 -2.712 -0.117
C6 0.242 -2.139 0.989
O2 0.509 -0.544 -2.918
C7 1.886 -0.405 -2.798
Br1 2.495 1.091 -3.887
H2 -4.166 -0.010 0.484
H3 -3.875 -1.520 -0.429
H4 -4.377 -0.060 -1.284
H5 -2.198 -1.519 -2.170
H6 -1.783 0.110 -2.679
H7 0.229 -0.309 -0.887
H8 1.168 -2.585 -1.432
H9 -0.423 -3.022 -2.099
H10 0.256 -2.867 1.801
H11 -0.253 -1.222 1.330
H12 1.286 -1.911 0.733
H13 2.180 -0.169 -1.771
H14 2.437 -1.273 -3.163
C8 -1.079 5.245 -5.122
O3 -1.205 5.718 -3.795
C9 -2.428 5.369 -3.175
C10 -2.300 4.161 -2.271
O4 -1.958 2.985 -2.982
C11 -0.580 2.666 -2.932
H15 -0.045 5.404 -5.423
H16 -1.316 4.181 -5.197
H17 -1.734 5.803 -5.801
H18 -3.199 5.182 -3.932
H19 -2.748 6.223 -2.572
H20 -3.264 3.985 -1.784
H21 -1.560 4.361 -1.488
H22 -0.302 2.293 -1.939
H23 0.048 3.528 -3.169
H24 -0.396 1.883 -3.665
C12 3.814 -1.810 6.090
O5 2.743 -2.628 6.519
C13 1.491 -2.269 5.968
C14 1.100 -3.151 4.801
O6 1.987 -3.023 3.704
C15 2.956 -4.053 3.628
H25 4.735 -2.285 6.423
H26 3.834 -1.709 5.002
H27 3.750 -0.812 6.538
H28 1.498 -1.220 5.651
H29 0.737 -2.378 6.754
H30 0.103 -2.855 4.459
H31 1.048 -4.196 5.127
H32 2.507 -4.987 3.271
H33 3.428 -4.233 4.596
H34 3.713 -3.732 2.914

A 4-piece molecular cluster, C15H34F3O18P3S overall at a distorted geometry. Source: the Open Molecules 2025 dataset; level of theory: ωB97M-V/def2-TZVPD.

The HOMO-LUMO gap comes out at 6.5 eV. The LUMO energy is -2.80 eV. The calculation puts the max |F| at 9.260 eV Å⁻¹. As for the total charge: 0. Its HOMO energy is -9.306 eV.

Element x y z (Å)
O1 0.908 -0.122 0.394
C1 0.941 1.116 0.378
O2 0.187 1.885 -0.609
C2 0.577 3.271 -0.388
S1 -0.751 4.032 0.684
O3 -2.111 3.610 0.165
O4 -0.695 3.608 2.130
C3 -0.752 5.918 0.596
F1 -0.015 6.519 1.663
F2 -2.097 6.354 0.716
F3 -0.211 6.362 -0.661
C4 2.055 3.062 0.251
C5 2.426 4.537 0.755
C6 3.994 4.795 0.974
O5 4.698 5.054 -0.283
O6 1.699 2.032 1.203
H1 0.678 3.908 -1.341
H2 2.614 2.593 -0.628
H3 1.893 4.764 1.753
H4 2.070 5.281 -0.050
H5 4.506 3.962 1.594
H6 4.116 5.761 1.598
H7 4.787 4.223 -0.799
C7 1.028 -2.086 -1.772
O7 1.882 -2.406 -2.868
P1 3.477 -2.871 -2.427
O8 3.794 -1.447 -1.964
O9 3.849 -3.061 -4.014
C8 3.647 -1.974 -4.905
O10 5.043 -3.400 -1.962
C9 6.165 -2.900 -2.665
H8 -0.008 -2.163 -2.106
H9 1.187 -2.781 -0.945
H10 1.216 -1.066 -1.443
H11 3.674 -1.010 -4.393
H12 2.687 -2.093 -5.412
H13 4.442 -1.991 -5.653
H14 6.067 -1.834 -2.881
H15 6.304 -3.459 -3.592
H16 7.048 -3.049 -2.040
C10 -1.974 -6.945 -1.021
O11 -0.922 -7.260 -0.114
P2 0.530 -6.369 -0.355
O12 0.816 -7.077 -1.680
O13 1.214 -7.176 0.898
C11 1.260 -8.596 0.862
O14 1.920 -5.373 -0.511
C12 3.205 -5.973 -0.452
H17 -2.919 -7.267 -0.581
H18 -2.017 -5.870 -1.205
H19 -1.825 -7.478 -1.962
H20 1.232 -8.984 -0.158
H21 0.423 -9.002 1.432
H22 2.191 -8.921 1.330
H23 3.240 -6.919 -0.996
H24 3.494 -6.130 0.589
H25 3.922 -5.284 -0.905
C13 -8.888 4.090 3.924
O15 -8.016 3.809 2.834
P3 -6.387 3.474 3.281
O16 -6.150 4.920 3.724
O17 -6.012 3.274 1.696
C14 -6.276 4.331 0.785
O18 -4.806 3.001 3.746
C15 -3.701 3.529 3.032
H26 -9.916 3.927 3.596
H27 -8.677 3.431 4.768
H28 -8.777 5.133 4.229
H29 -6.297 5.305 1.277
H30 -7.229 4.151 0.285
H31 -5.484 4.341 0.034
H32 -3.835 4.589 2.804
H33 -3.548 2.965 2.112
H34 -2.810 3.417 3.653

C15H34F6INO7P3SSi2 as an isolated structure. Source: the Open Molecules 2025 dataset; level of theory: ωB97M-V/def2-TZVPD.

The HOMO-LUMO gap comes out at 8.6 eV. The LUMO energy is 1.43 eV. The calculation puts the max |F| at 0.989 eV Å⁻¹. Its energy above the lowest of the compared OMol25 structures with the same formula, charge and spin is 9.6 kcal/mol. As for the total charge: -1. Its HOMO energy is -7.136 eV.

Element x y z (Å)
C1 1.703 -4.965 0.990
C2 0.253 -5.154 1.408
S1 -0.902 -4.239 0.386
C3 -0.591 -2.568 1.022
Si1 -2.218 -1.632 0.983
C4 -2.787 -1.481 -0.799
P1 -2.576 0.043 -1.716
O1 -3.819 0.759 -1.964
O2 -1.496 0.913 -0.923
O3 -1.771 -0.404 -3.016
O4 -2.085 -0.205 1.807
Si2 -1.356 -0.152 3.268
C5 0.473 0.155 3.194
C6 0.914 1.020 1.987
C7 1.982 2.065 2.380
C8 3.299 2.006 1.574
C9 3.429 3.104 0.525
C10 2.566 2.965 -0.719
C11 2.655 1.655 -1.497
C12 4.035 1.059 -1.674
C13 3.979 -0.404 -2.107
O5 2.933 -0.628 -3.028
C14 2.212 -1.833 -2.899
O6 -2.059 1.209 4.025
C15 -1.830 1.305 5.283
N1 -1.617 1.389 6.419
P2 -3.744 -2.835 2.204
O7 -4.877 -1.665 2.411
I1 -4.835 -4.229 0.514
H1 1.996 -3.925 1.112
H2 1.793 -5.190 -0.068
H3 2.370 -5.604 1.557
H4 0.104 -4.883 2.449
H5 -0.028 -6.198 1.308
H6 -0.175 -2.680 2.019
H7 0.129 -2.084 0.366
H8 -3.863 -1.628 -0.813
H9 -2.342 -2.287 -1.375
H10 -1.741 1.834 -1.117
H11 -0.829 -0.207 -2.930
H12 -1.724 -1.322 4.085
H13 0.718 0.709 4.099
H14 0.995 -0.796 3.227
H15 0.058 1.518 1.548
H16 1.292 0.371 1.204
H17 1.569 3.065 2.291
H18 2.226 1.906 3.427
H19 4.151 2.105 2.243
H20 3.388 1.013 1.141
H21 3.123 4.033 1.005
H22 4.471 3.240 0.239
H23 2.780 3.784 -1.399
H24 1.532 3.081 -0.403
H25 1.973 0.923 -1.069
H26 2.274 1.862 -2.494
H27 4.596 1.085 -0.744
H28 4.612 1.623 -2.403
H29 3.842 -1.025 -1.219
H30 4.922 -0.670 -2.585
H31 2.477 -2.529 -3.692
H32 1.151 -1.620 -2.998
H33 2.376 -2.300 -1.930
H34 -5.334 -1.431 1.593
F1 -5.758 3.014 -2.564
P3 -5.249 3.832 -3.910
F2 -4.141 3.438 -5.090
F3 -5.908 4.779 -5.118
F4 -3.828 4.001 -3.040
F5 -5.705 5.172 -3.018
F6 -6.154 2.635 -4.641